(1)
{"formula": "C31H70N5O9S", "method": "the ωB97M-V functional and the def2-TZVPD basis", "species": ["S", "O", "O", "O", "O", "O", "O", "O", "O", "O", "N", "N", "N", "N", "N", "C", "C", "C", "C", "C", "C", "C", "C", "C", "C", "C", "C", "C", "C", "C", "C", "C", "C", "C", "C", "C", "C", "C", "C", "C", "C", "C", "C", "C", "C", "C", "H", "H", "H", "H", "H", "H", "H", "H", "H", "H", "H", "H", "H", "H", "H", "H", "H", "H", "H", "H", "H", "H", "H", "H", "H", "H", "H", "H", "H", "H", "H", "H", "H", "H", "H", "H", "H", "H", "H", "H", "H", "H", "H", "H", "H", "H", "H", "H", "H", "H", "H", "H", "H", "H", "H", "H", "H", "H", "H", "H", "H", "H", "H", "H", "H", "H", "H", "H", "H", "H"], "coordinates": [[-1.67, -3.90, -5.29], [-6.30, -2.27, -0.81], [3.59, 5.93, -2.31], [7.02, -6.11, 3.34], [4.63, -6.70, 5.24], [2.84, 8.78, -4.18], [5.47, 8.39, -2.56], [-7.37, 0.52, 0.06], [3.81, -4.81, 2.91], [-9.20, -0.80, -2.09], [-1.46, 0.34, 1.31], [-0.59, -1.38, -0.26], [0.95, 0.08, -1.30], [0.25, 0.80, -0.36], [-0.09, -3.53, 4.72], [3.47, -4.76, 4.30], [-5.05, -2.90, -1.03], [-0.43, -4.06, -3.88], [-6.38, -1.68, 0.49], [-1.86, -1.91, 2.57], [-0.67, 3.21, -0.05], [3.69, 4.52, -2.22], [-2.01, -2.03, 4.17], [4.46, 8.07, -1.60], [-7.37, 0.61, -1.37], [-1.91, 2.88, -1.00], [-8.77, 0.55, -1.96], [-2.46, -0.54, 1.98], [1.95, 9.81, -4.53], [0.79, -2.55, -2.03], [0.43, -1.23, -1.22], [6.63, -7.33, 3.95], [4.62, -5.28, 5.15], [-0.17, 4.69, -0.44], [0.59, 2.24, -0.23], [-0.53, -2.10, 4.77], [5.12, -7.39, 4.09], [-0.66, -0.04, 0.31], [-10.57, -0.89, -2.41], [-0.17, -2.60, -3.32], [-7.60, -0.78, 0.59], [4.37, 6.58, -1.31], [2.68, -4.59, 2.09], [5.15, 8.09, -3.91], [8.42, -5.91, 3.41], [4.19, 9.10, -4.53], [-1.40, 1.31, 1.65], [1.09, 2.55, -1.22], [1.69, 0.39, -1.93], [-3.04, 0.05, 2.76], [-1.02, 5.44, -0.39], [-2.58, -2.99, 4.45], [0.14, -1.52, 4.05], [-10.78, -0.37, -3.35], [2.57, -5.36, 4.48], [0.64, 5.08, 0.28], [0.84, -3.59, 4.29], [-0.93, -4.76, -3.13], [3.05, 4.08, -2.98], [-5.07, -3.35, -2.02], [-2.63, -1.17, 4.55], [4.83, -8.44, 4.24], [-2.14, -2.59, -5.20], [-7.81, -0.62, 1.65], [4.72, 4.20, -2.41], [2.17, 10.72, -3.96], [-0.95, 3.25, 1.05], [5.37, 6.15, -1.28], [8.74, -5.81, 4.45], [-6.46, -2.50, 1.22], [7.10, -7.41, 4.94], [5.58, -4.90, 4.81], [-10.83, -1.95, -2.52], [4.61, -7.05, 3.18], [-5.47, -1.10, 0.69], [4.76, 8.58, -0.68], [6.97, -8.15, 3.31], [1.90, -2.52, -2.30], [4.27, 9.07, -5.62], [-0.81, -2.13, 2.21], [3.36, 4.17, -1.23], [-4.88, -3.68, -0.28], [0.48, -4.56, -4.33], [-2.84, 2.64, -0.40], [-6.71, -0.14, -1.81], [0.61, -3.41, -1.31], [-3.22, -0.84, 1.18], [6.10, 8.16, -4.45], [-4.24, -2.16, -1.00], [1.38, 2.43, 0.57], [-0.44, -1.65, 5.81], [3.02, -4.61, 1.05], [1.99, 10.02, -5.60], [-9.47, 1.11, -1.33], [-1.64, 2.06, -1.73], [3.87, 6.43, -0.34], [3.49, 8.49, -1.90], [-8.48, -1.24, 0.15], [-0.71, -4.07, 4.08], [2.24, -3.61, 2.30], [-8.76, 0.99, -2.97], [-11.18, -0.47, -1.60], [0.18, -1.88, -4.14], [1.94, -5.38, 2.23], [4.47, -4.93, 6.17], [-2.19, 3.81, -1.60], [0.26, 4.72, -1.49], [-6.95, 1.59, -1.60], [3.27, -3.71, 4.55], [8.66, -4.97, 2.89], [4.79, 7.07, -4.02], [4.43, 10.11, -4.17], [8.96, -6.73, 2.92], [-1.18, -2.19, -2.97], [0.94, 9.48, -4.27], [-2.51, -2.76, 2.14]], "lowdin_charge": [0.63, -0.19, -0.20, -0.21, -0.13, -0.21, -0.13, -0.14, -0.20, -0.21, 0.09, 0.19, 0.14, -0.05, -0.01, -0.20, -0.11, -0.53, -0.20, -0.18, -0.37, -0.13, -0.18, -0.17, -0.18, -0.07, -0.20, -0.14, -0.11, -0.11, -0.19, -0.20, -0.17, -0.09, -0.10, -0.27, -0.17, -0.22, -0.11, -0.28, -0.17, -0.19, -0.12, -0.17, -0.11, -0.20, 0.14, 0.13, 0.18, 0.14, 0.09, 0.12, 0.10, 0.09, 0.13, 0.09, 0.02, 0.08, 0.08, 0.09, 0.10, 0.13, -0.13, 0.13, 0.09, 0.09, 0.12, 0.13, 0.09, 0.13, 0.13, 0.12, 0.09, 0.12, 0.10, 0.13, 0.13, 0.13, 0.13, 0.09, 0.07, 0.09, 0.08, 0.09, 0.12, 0.13, 0.11, 0.13, 0.07, 0.15, 0.11, 0.09, 0.09, 0.13, 0.08, 0.12, 0.12, 0.13, 0.06, 0.07, 0.13, 0.09, 0.12, 0.09, 0.13, 0.09, 0.09, 0.12, 0.12, 0.09, 0.12, 0.13, 0.09, 0.10, 0.09, 0.11], "multiplicity": 1, "e_homo_ha": -0.398, "de_lowest_kcal_mol": 150.44, "gap_ev": 8.1, "total_charge": 1}

***

(2)
{"formula": "C5H8NO", "method": "the ωB97M-V functional and the def2-TZVPD basis", "species": ["O", "N", "C", "C", "C", "C", "C", "H", "H", "H", "H", "H", "H", "H", "H"], "coordinates": [[0.63, 0.52, 0.59], [-1.58, 0.14, 0.28], [2.96, 0.60, -0.08], [-2.31, 1.10, -0.12], [-0.41, -0.23, 1.02], [1.86, -0.14, 0.14], [-1.06, -1.17, 0.02], [3.63, 0.04, -0.67], [1.86, -1.18, -0.03], [-0.34, -0.40, 2.05], [-1.71, -1.95, 0.12], [-2.19, 2.15, 0.35], [2.97, 1.66, 0.14], [-3.13, 0.90, -0.79], [-0.54, -1.37, -1.01]], "lowdin_charge": [-0.03, 0.00, 0.08, 0.24, -0.24, -0.11, 0.06, 0.06, 0.11, 0.17, 0.10, 0.17, 0.08, 0.12, 0.19], "multiplicity": 1, "e_homo_ha": -0.488, "de_lowest_kcal_mol": 84.16, "gap_ev": 7.9, "smiles": "C=CO[C@@H]1C[N+]1=C", "total_charge": 1}

***

(3)
{"formula": "C32H39HgN6OS", "method": "the ωB97M-V functional and the def2-TZVPD basis", "species": ["Hg", "S", "O", "N", "N", "N", "N", "N", "N", "C", "C", "C", "C", "C", "C", "C", "C", "C", "C", "C", "C", "C", "C", "C", "C", "C", "C", "C", "C", "C", "C", "C", "C", "C", "C", "C", "C", "C", "C", "C", "C", "H", "H", "H", "H", "H", "H", "H", "H", "H", "H", "H", "H", "H", "H", "H", "H", "H", "H", "H", "H", "H", "H", "H", "H", "H", "H", "H", "H", "H", "H", "H", "H", "H", "H", "H", "H", "H", "H", "H"], "coordinates": [[1.84, 1.18, 1.29], [-1.18, -1.50, 0.77], [-1.12, -2.15, -3.38], [0.58, -2.47, -1.01], [2.02, 3.27, 2.77], [3.21, 0.86, 4.00], [-1.65, -3.11, -1.35], [0.09, 2.42, -0.09], [0.50, 0.81, 3.03], [-3.93, 3.63, 0.28], [2.30, -0.14, 4.57], [-1.22, 2.79, 0.01], [0.14, 1.97, 3.87], [3.78, 0.32, -0.88], [-4.74, -3.19, -5.16], [-0.66, -2.37, -0.59], [2.63, 1.08, -0.59], [-1.29, 3.47, -2.33], [2.71, 1.93, -2.81], [-2.00, 2.63, 1.18], [0.99, -0.36, 3.76], [-5.82, -3.70, -4.38], [0.66, 3.34, 3.34], [-3.47, -2.93, -4.61], [1.71, -4.62, -1.09], [-3.29, 3.74, -0.92], [3.18, 3.43, 3.72], [0.74, 2.49, -1.28], [0.66, -5.47, -0.56], [-3.27, -3.15, -3.23], [4.42, 0.41, -2.13], [3.25, 2.18, 4.67], [-1.91, -2.76, -2.69], [0.03, 3.09, -2.44], [-3.29, 3.06, 1.37], [-1.94, 3.30, -1.09], [-4.33, -3.66, -2.47], [2.01, 1.88, -1.55], [-5.57, -3.90, -3.02], [1.10, -3.42, -1.92], [3.88, 1.22, -3.07], [0.60, 4.06, 4.19], [4.26, 1.31, -4.03], [-1.79, 4.03, -3.16], [2.78, -1.11, 4.77], [0.14, -0.59, 4.42], [4.15, 0.53, 3.81], [4.22, -0.23, -0.06], [0.30, -3.82, -2.54], [-0.94, 2.11, 3.81], [-4.88, -3.10, -6.27], [-1.46, 2.15, 1.99], [-2.69, -2.48, -5.19], [1.80, -2.95, -2.60], [4.11, 3.50, 3.12], [-6.44, -4.24, -2.45], [-6.76, -3.92, -4.83], [-2.48, -3.19, -0.76], [3.00, 4.29, 4.37], [0.00, -5.02, 0.21], [2.32, 2.24, 5.22], [-3.74, 4.06, -1.84], [-0.28, 0.60, 2.43], [0.35, 3.23, -3.42], [1.10, -1.18, 3.10], [2.26, 2.47, -3.63], [-4.12, -3.90, -1.44], [2.34, -4.22, -0.28], [2.16, 4.07, 2.17], [2.40, -5.20, -1.75], [0.04, 3.69, 2.52], [-4.94, 4.06, 0.42], [-3.81, 2.88, 2.26], [2.10, 0.23, 5.60], [0.34, 1.72, 4.92], [4.16, 2.34, 5.33], [0.04, -5.86, -1.35], [1.11, -6.38, -0.07], [1.17, -1.74, -0.62], [5.34, -0.05, -2.41]], "mulliken_spin": [-0.01, 0.00, 0.00, 0.00, 0.00, 0.00, 0.00, 0.20, 0.01, 0.04, 0.00, -0.04, 0.00, -0.11, 0.00, 0.00, 0.19, 0.21, 0.14, 0.02, 0.00, 0.00, 0.00, 0.00, 0.00, 0.03, 0.00, 0.36, 0.00, 0.00, 0.17, 0.00, 0.00, -0.14, 0.01, 0.00, 0.00, -0.09, 0.00, 0.00, -0.07, 0.00, 0.00, 0.01, 0.00, 0.00, 0.00, -0.01, 0.00, 0.00, 0.00, 0.02, 0.00, 0.00, 0.00, 0.00, 0.00, 0.00, 0.00, 0.00, 0.00, 0.00, 0.00, 0.00, 0.00, 0.02, 0.00, 0.00, 0.00, 0.00, 0.00, 0.01, 0.01, 0.00, 0.00, 0.00, 0.00, 0.00, 0.01, 0.02], "multiplicity": 2, "e_homo_ha": [-0.141, -0.256], "de_lowest_kcal_mol": 0.00, "gap_ev": [4.1, 7.2], "total_charge": 0}

***

Summary of molar mass in g mol⁻¹
688.99 98.12 756.36
(order as listed above)